# C2H15NO4

A 5-piece molecular cluster, C2H15NO4 overall at a distorted geometry (ωB97M-V/def2-TZVPD, the Open Molecules 2025 dataset).

The geometry in XYZ format:
```
22
Properties=species:S:1:pos:R:3:forces:R:3:mulliken_charge:R:1
O -2.058 -2.483 0.813 0.555 -0.933 -0.568 -0.64
O -2.944 -1.541 -1.777 0.969 -1.068 -0.195 -0.69
O 0.998 1.483 -2.689 2.153 0.060 -0.282 -0.66
O 3.646 -0.564 0.617 0.523 -0.364 -0.566 -0.72
N 0.996 -0.467 0.853 -0.467 3.420 0.486 -0.72
C -0.617 1.517 1.594 -1.685 1.066 1.570 -1.17
C 0.663 1.104 0.933 -0.543 -2.105 -1.131 0.03
H -2.516 -0.956 -2.401 -0.067 0.322 -0.045 0.33
H 2.860 -0.174 1.006 -0.240 0.079 0.518 0.45
H 1.270 -0.435 -0.122 -0.607 -1.352 -0.050 0.32
H -0.915 1.078 2.559 0.713 0.000 -0.026 0.33
H -1.682 -3.336 0.530 -0.022 0.023 0.907 0.34
H 0.335 1.400 -0.083 1.475 -0.054 0.042 0.13
H 1.008 2.373 -3.115 0.239 -1.097 0.513 0.31
H 3.229 -1.366 0.269 0.489 0.061 0.116 0.28
H 1.972 1.174 -2.641 -2.388 1.002 -0.209 0.34
H -2.231 -2.186 -0.086 -0.413 0.939 -0.322 0.34
H -1.542 1.331 0.991 1.010 0.047 0.001 0.27
H -3.698 -1.117 -1.408 -0.920 0.773 0.240 0.32
H 0.224 -1.076 1.129 0.023 0.409 -0.739 0.19
H 1.593 1.607 1.259 -0.776 -0.112 -0.049 0.28
H -0.591 2.636 1.767 -0.021 -1.114 -0.211 0.32
```
Positions in Å, forces in eV/Å.

Computed properties:
* relative energy (zero: lowest compared OMol25 entry of this formula, charge and spin): 1.8921 eV
* strongest force on any atom: 3.5 eV/A
* structure (SMILES): CCN.O.O.O.O
* frontier orbital gap: 0.358 Eh
* charge: 0